No. 1
# C42H41Cl3N6O7S3Si2W

A structure of composition C42H41Cl3N6O7S3Si2W in a non-equilibrium geometry (ωB97M-V/def2-TZVPD, the Open Molecules 2025 dataset).

relative energy (zero: lowest compared OMol25 entry of this formula, charge and spin) = 7.6 kcal per mole
frontier orbital gap = 7.125 eV
calculated total energy = -155149.7444 eV

The geometry in XYZ format:
```
105
Properties=species:S:1:pos:R:3:forces:R:3
W -0.110272 -0.064066 -0.055012 -0.4 -1.1 -2.1
C -0.410846 -7.695933 -1.385243 0.0 0.0 0.0
C -0.669015 -6.238348 -1.656219 0.0 0.0 0.0
C 0.310368 -5.435568 -2.230252 0.0 0.0 0.0
C 0.061264 -4.102975 -2.528959 -0.1 0.0 0.0
C -1.185221 -3.565431 -2.249569 0.0 -0.1 0.1
C -2.178476 -4.349936 -1.670155 0.0 0.1 -0.1
C -1.913359 -5.674404 -1.372465 0.0 0.0 0.0
S -1.547295 -1.900340 -2.730917 -0.2 0.1 0.3
O -0.435369 -1.495399 -3.540321 0.0 0.0 0.0
O -2.868501 -1.942746 -3.298754 0.0 0.0 0.0
N -1.603137 -1.029447 -1.349824 -0.4 0.0 -0.2
C -2.989256 -0.857016 -0.861470 0.5 -0.2 -0.2
C -3.012338 0.060349 0.316133 0.3 -0.2 0.1
O -3.985757 0.368678 0.935910 0.0 0.1 0.1
O -1.770653 0.455056 0.710037 -0.2 0.2 0.0
H 0.654305 -7.893843 -1.263757 0.0 0.0 0.0
H -0.769786 -8.309956 -2.215034 0.0 0.0 0.0
H -0.928107 -8.028688 -0.485686 0.0 0.0 0.0
H 1.280492 -5.862153 -2.462841 0.0 0.0 0.0
H 0.812150 -3.478827 -2.996246 0.0 0.0 0.0
H -3.163563 -3.932561 -1.499717 0.0 0.0 0.0
H -2.690805 -6.292292 -0.934820 0.0 0.0 0.0
H -3.428126 -1.800195 -0.526126 0.0 -0.1 0.1
H -3.644892 -0.448135 -1.623818 0.0 0.0 -0.1
Cl 3.190471 -3.475361 -0.468504 0.0 -0.1 0.1
C 1.761875 -3.843133 0.426714 0.1 -0.1 0.0
C 1.676355 -5.098829 1.064908 0.1 0.0 -0.1
C 0.559316 -5.445136 1.755042 -0.1 -0.1 0.0
Cl 0.493761 -6.982954 2.558026 0.0 0.0 -0.1
C -0.545038 -4.561060 1.844665 0.0 -0.1 0.1
C -1.759539 -4.840840 2.505733 0.1 -0.1 0.0
C -2.720272 -3.875450 2.571239 -0.1 0.1 0.0
C -2.457965 -2.607290 2.016879 0.0 0.0 0.0
N -1.344127 -2.324923 1.384949 0.0 0.1 -0.1
C -0.416607 -3.293483 1.252899 -0.1 0.1 0.0
C 0.745616 -2.936584 0.524276 0.0 0.3 -0.1
O 0.810370 -1.719422 -0.034889 0.1 -0.4 0.5
H 2.511781 -5.781484 0.997531 0.0 0.0 0.0
H -1.911554 -5.813787 2.953812 0.0 0.0 0.0
H -3.666751 -4.056477 3.062033 0.0 0.0 0.0
H -3.182243 -1.808426 2.124002 0.0 0.0 0.0
C 1.509433 -1.588922 3.191070 0.1 -0.4 -0.3
Si 0.439317 -0.190730 2.535050 0.7 0.7 0.5
C -1.067312 -0.157342 3.660033 -0.4 -0.1 -0.1
C 1.473087 1.308092 3.024675 0.0 0.1 0.2
C 1.555184 1.769396 4.341261 0.0 0.0 0.0
C 2.285065 2.908687 4.652533 0.0 0.0 0.0
C 2.967970 3.585190 3.648474 0.0 0.0 0.0
C 2.934182 3.102223 2.346761 0.0 0.0 0.1
C 2.187218 1.966482 2.026269 0.0 0.3 0.0
Si 2.120706 1.239447 0.297507 0.6 0.1 0.6
C 3.598958 0.080149 0.258186 0.0 -0.4 -0.1
C 2.667351 2.621804 -0.852954 -0.3 0.0 -0.5
H 1.825999 -1.270549 4.187597 0.0 0.0 0.0
H 2.408836 -1.748940 2.588647 0.0 0.0 0.1
H 0.991135 -2.544353 3.286180 0.0 0.0 0.1
H -0.873113 0.499890 4.509431 0.0 0.0 0.0
H -1.279311 -1.155393 4.045743 0.0 0.0 0.0
H -1.966567 0.206010 3.158257 0.0 -0.1 0.1
H 1.039044 1.244073 5.140113 0.0 0.1 0.0
H 2.315955 3.272311 5.672692 0.0 0.0 0.0
H 3.529385 4.482483 3.881820 0.0 0.0 0.0
H 3.496229 3.620761 1.575356 0.0 0.0 0.0
H 4.419538 0.561652 0.795760 0.0 0.0 0.0
H 3.917888 -0.109488 -0.770191 0.0 0.0 0.1
H 3.403034 -0.886021 0.728122 0.1 0.1 0.0
H 3.759787 2.634453 -0.845610 0.0 0.0 0.0
H 2.309908 3.600118 -0.538350 0.1 0.0 0.0
H 2.347628 2.468308 -1.888117 0.1 0.1 0.1
Cl -1.476438 4.214900 4.338217 0.0 0.0 -0.1
C -0.945809 4.117742 2.689624 0.0 0.1 0.1
C -0.584578 5.255069 1.990431 0.0 0.1 0.0
C -0.174010 5.101851 0.680324 0.0 0.0 0.0
C -0.111484 3.825675 0.140522 0.1 0.0 0.2
N -0.454155 2.736093 0.817679 0.2 0.0 0.1
C -0.883143 2.887740 2.069374 -0.2 -0.2 -0.1
H -0.634316 6.227402 2.462529 0.0 0.0 0.0
H 0.105308 5.955901 0.076949 0.0 0.0 0.0
H 0.247422 3.672211 -0.861938 0.0 0.0 0.0
H -1.208687 2.001584 2.594074 0.0 0.1 0.0
N -0.718145 7.854410 -3.058420 0.0 -0.1 0.1
C -0.942344 6.488226 -3.006427 0.0 0.1 0.0
C -2.052782 5.974685 -2.333830 0.0 0.0 0.0
C -2.225514 4.610255 -2.199820 0.1 0.0 -0.1
C -1.300291 3.732541 -2.754705 -0.1 0.1 0.1
C -0.213537 4.233092 -3.461259 -0.1 -0.1 0.0
C -0.031640 5.596181 -3.580499 0.1 0.0 0.0
S -1.572658 2.002374 -2.526613 0.3 0.1 0.2
O -1.731389 1.405477 -3.817745 0.1 0.0 -0.1
O -2.612094 1.902116 -1.543834 0.0 0.0 0.0
N -0.177139 1.407211 -1.815599 -0.3 -0.1 0.1
C 0.726890 0.743066 -2.600673 -0.2 0.5 -0.2
S 1.197688 0.940470 -4.246701 -0.1 0.0 0.0
C 2.369588 -0.308028 -4.031525 0.0 0.1 0.0
C 2.325120 -0.790353 -2.776382 0.2 -0.2 0.3
N 1.405302 -0.168733 -1.962630 -0.5 0.5 0.4
H -1.510642 8.450850 -2.893985 0.0 0.0 0.0
H -0.093767 8.188363 -3.772068 0.0 0.0 0.0
H -2.777573 6.655411 -1.901110 0.0 0.0 0.0
H -3.073580 4.211668 -1.660775 0.0 0.0 0.0
H 0.502551 3.567110 -3.921249 0.0 -0.1 0.0
H 0.820628 5.980604 -4.129209 0.0 0.0 0.0
H 2.991745 -0.632826 -4.848843 0.0 0.0 0.0
H 2.937682 -1.581310 -2.374383 -0.1 0.0 0.0
```
Positions in Å, forces in eV/Å.

---

No. 2
# C42H41MnP2

A structure of composition C42H41MnP2 in a non-equilibrium geometry (ωB97M-V/def2-TZVPD, the Open Molecules 2025 dataset).

charge = +2
frontier orbital gap (spin up / spin down) = 4.764 / 7.434 eV
multiplicity = 5
calculated total energy = -94099.5810 eV

The geometry in XYZ format:
```
86
Properties=species:S:1:pos:R:3:forces:R:3
C -2.612894 0.823937 -1.926082 0.0 -0.1 0.0
C -1.764175 1.796569 -1.372139 0.5 -0.5 -0.3
C -1.141339 2.727669 -2.213216 0.1 0.1 0.0
C -1.456930 2.765984 -3.567375 -0.1 -0.1 0.0
C -2.370391 1.854392 -4.101013 0.1 0.0 0.3
C -2.924310 0.867360 -3.280231 0.0 0.1 0.1
P -1.277779 1.676887 0.371698 -1.9 2.3 0.6
C -0.680629 3.312147 0.889718 0.3 -0.1 0.0
C 0.700434 3.504943 1.085207 -0.5 0.1 -0.3
C 1.184584 4.794736 1.286349 0.0 0.1 0.0
C 0.304853 5.884111 1.320560 0.0 -0.3 -0.1
C -1.071012 5.680093 1.191774 0.0 -0.3 0.0
C -1.567374 4.388851 0.987418 0.2 0.2 -0.1
Mn 0.317716 0.066382 0.508896 0.9 -0.1 1.0
P 0.889539 -1.557348 -0.979620 1.0 -2.4 -1.4
C 1.228593 -0.611803 -2.502886 -0.2 0.6 0.4
C 0.551508 -0.850951 -3.701600 -0.2 -0.1 -0.3
C 0.851285 -0.106502 -4.841687 0.1 0.1 0.2
C 1.744740 0.965623 -4.760575 -0.1 -0.3 0.2
C 2.355770 1.264772 -3.539009 0.1 0.1 -0.1
C 2.116293 0.477979 -2.418769 -0.2 -0.1 0.0
C 2.321892 -2.599424 -0.594008 0.4 -0.1 0.1
C 2.329283 -3.329423 0.607169 0.0 0.1 0.0
C 3.452801 -4.067803 0.974045 -0.1 0.1 -0.3
C 4.577319 -4.097775 0.136870 -0.2 0.2 -0.1
C 4.567265 -3.393798 -1.070326 -0.2 0.0 0.0
C 3.436214 -2.657433 -1.442908 0.1 0.1 0.0
C -0.519772 -2.658905 -1.318126 -0.3 0.3 0.4
C -1.677763 -2.578820 -0.521327 0.3 0.0 -0.5
C -2.760936 -3.406483 -0.810116 -0.1 -0.1 0.0
C -2.695491 -4.320759 -1.868737 0.1 0.2 0.1
C -1.548862 -4.391885 -2.661915 0.2 0.2 0.2
C -0.454874 -3.567388 -2.378107 -0.2 -0.2 -0.1
C -2.798906 1.264794 1.270777 0.1 -0.3 0.3
C -4.068508 1.600662 0.792042 -0.2 0.0 0.1
C -5.206949 1.216389 1.508019 0.3 0.0 0.1
C -5.069597 0.501753 2.701556 0.2 0.1 -0.1
C -3.794561 0.175710 3.182872 -0.2 0.1 0.1
C -2.658194 0.566255 2.483956 -0.1 0.0 -0.4
H 1.452119 -3.309260 1.256445 0.2 0.0 -0.1
H 3.454577 -4.628009 1.908214 0.0 0.1 -0.2
H 5.456250 -4.678642 0.418500 -0.3 0.2 0.0
H 5.437258 -3.419268 -1.732052 -0.3 0.0 0.2
H 3.418951 -2.131366 -2.400548 0.1 -0.1 0.3
H -0.219841 -1.618077 -3.756712 0.3 0.2 0.0
H 0.373060 -0.356992 -5.789992 0.1 0.1 0.3
H 1.951349 1.565694 -5.647561 0.0 -0.1 0.3
H 3.028499 2.117977 -3.476908 -0.1 -0.2 0.1
H 2.595898 0.706448 -1.463936 0.1 0.0 -0.3
H -1.719568 -1.857585 0.303646 -0.2 -0.3 -0.1
H -3.668492 -3.340082 -0.210671 0.2 0.0 -0.1
H -3.542496 -4.977493 -2.078276 0.3 0.3 0.1
H -1.499404 -5.078216 -3.505856 0.0 0.1 0.3
H 0.435327 -3.610481 -3.006272 -0.2 -0.1 0.2
H -4.175527 2.156988 -0.139809 0.0 -0.2 0.2
H -6.193825 1.477544 1.126670 0.3 -0.1 0.1
H -5.959899 0.203890 3.258246 0.3 0.1 -0.2
H -3.689824 -0.380882 4.112569 0.0 0.1 -0.2
H -1.655590 0.334576 2.853729 -0.3 0.0 0.0
H 1.381293 2.647047 1.053272 -0.1 0.3 0.1
H 2.255650 4.957754 1.402862 -0.3 0.0 0.0
H 0.691402 6.896099 1.440362 -0.1 -0.3 0.0
H -1.763397 6.520225 1.234625 0.2 -0.2 0.0
H -2.638987 4.224950 0.875331 0.2 0.1 0.0
H -0.410668 3.420832 -1.797056 -0.2 0.0 -0.1
H -0.990773 3.505714 -4.214816 -0.1 -0.1 0.2
H -2.629252 1.902732 -5.156520 0.1 0.0 0.3
H -3.609090 0.118679 -3.680654 0.2 0.3 0.2
H -3.037837 0.033921 -1.300899 0.1 0.3 -0.2
H -3.120300 0.084805 -6.150574 -0.2 -0.2 0.1
H -3.446835 -0.172446 -5.527902 0.1 0.0 -0.6
C 1.511025 -0.754383 5.642834 -0.4 0.0 0.1
C 2.521209 -0.467619 4.526094 0.2 0.0 0.5
C 3.277565 0.833786 4.816907 0.1 0.4 -0.1
C 3.503390 -1.638219 4.398509 0.2 -0.3 -0.3
C 1.801241 -0.315006 3.267453 -0.5 0.1 -1.0
C 1.208564 -0.162482 2.201143 0.0 -0.3 -0.3
H 2.013292 -0.871062 6.609755 0.0 0.0 -0.3
H 0.956782 -1.673301 5.429582 0.1 0.1 0.1
H 0.787053 0.061827 5.727351 0.1 -0.1 0.0
H 3.830682 0.768976 5.760111 -0.1 -0.1 -0.2
H 3.988032 1.052207 4.014108 0.0 0.0 0.1
H 2.581535 1.675621 4.883674 0.1 -0.1 0.1
H 2.971022 -2.564627 4.158373 0.1 0.1 0.1
H 4.223738 -1.455920 3.593949 0.0 0.0 0.1
H 4.056005 -1.788378 5.333547 -0.2 0.1 -0.2
```
Positions in Å, forces in eV/Å.

---

No. 3
# C42H42O3P2V

A structure of composition C42H42O3P2V in a non-equilibrium geometry (ωB97M-V/def2-TZVPD, the Open Molecules 2025 dataset).

relative energy (zero: lowest compared OMol25 entry of this formula, charge and spin) = 27.9 kcal per mole
frontier orbital gap (spin up / spin down) = 6.953 / 6.747 eV
multiplicity = 4
calculated total energy = -94638.1209 eV

The geometry in XYZ format:
```
90
Properties=species:S:1:pos:R:3:forces:R:3
V 1.207137 -0.359228 -0.480254 4.7 -1.0 1.5
C -3.721548 0.655738 -2.223641 0.0 0.2 -0.1
C -3.819766 1.412598 -1.131015 -0.3 0.2 -0.6
C -4.935270 1.317019 -0.122762 -0.1 0.4 0.1
C -5.478469 -0.080256 0.278639 -0.1 0.2 0.1
C -4.557768 -1.259264 0.192353 0.0 -0.7 -0.3
C -4.308621 -1.961830 -0.920650 -0.9 -0.2 0.7
C -4.862121 -1.658158 -2.280017 0.3 -0.1 -0.3
C -4.871663 -0.178287 -2.705933 -0.3 -0.4 0.3
C 2.446311 -1.479210 1.037764 1.2 -0.3 -0.4
H -2.820708 0.654418 -2.835040 -0.1 0.4 0.0
H -3.135844 2.252985 -0.980623 0.3 -0.6 0.1
H -5.814412 1.891522 -0.446279 0.2 0.1 0.0
H -4.576000 1.828819 0.776198 -0.1 -0.1 0.0
H -5.798633 0.000918 1.333278 -0.1 0.0 -0.5
H -6.362318 -0.296073 -0.340825 0.1 0.0 0.3
H -4.214898 -1.632524 1.159908 0.0 -0.1 -0.3
H -3.844748 -2.948696 -0.863444 0.0 0.6 0.1
H -5.895639 -2.026639 -2.353303 0.2 -0.1 0.0
H -4.272172 -2.251756 -2.986461 -0.1 0.1 -0.1
H -4.943789 -0.147639 -3.806831 0.0 0.2 0.4
H -5.783095 0.263152 -2.285071 0.1 0.0 -0.4
H 3.336013 -1.619343 0.381774 -0.3 0.0 0.4
H 2.259872 -2.454984 1.540967 0.2 0.5 -0.2
H 2.722463 -0.732857 1.802824 -0.2 -0.3 -0.3
P -0.077600 1.524059 -0.022254 0.3 -0.3 0.6
P 0.011164 -1.729826 0.978312 -0.8 0.6 -1.8
C -1.480155 0.665232 0.683929 -0.5 -1.5 0.2
C -1.442608 -0.687359 0.907567 -1.8 1.2 0.7
C -0.080889 3.124358 0.794522 0.0 0.4 0.3
C -1.260922 3.842288 1.063923 0.6 0.0 -0.2
C -1.171262 5.101508 1.659995 0.1 -0.3 -0.1
C 0.087096 5.619508 1.999234 0.1 0.0 -0.3
C 1.263258 4.895847 1.743243 -0.7 0.4 0.2
C 1.166679 3.630397 1.188912 -0.1 -0.1 -0.4
C -0.102554 1.715824 -1.842388 -0.6 0.1 0.1
C 0.158884 0.562286 -2.619909 -0.1 1.0 -0.2
C 0.259643 0.716080 -4.014844 0.2 0.0 0.2
C 0.185366 1.990889 -4.595485 -0.3 0.1 0.2
C -0.049212 3.124712 -3.806405 0.1 -0.3 0.2
C -0.188919 2.983434 -2.427506 0.0 -0.4 -0.1
C -0.108317 -2.436225 2.641521 -0.2 0.5 0.3
C 0.166163 -1.557596 3.696714 0.2 -0.5 0.1
C 0.242823 -2.047959 4.993893 -0.2 -0.1 0.1
C 0.004309 -3.401281 5.255522 0.0 0.0 -0.3
C -0.365446 -4.251576 4.208446 -0.1 0.2 0.1
C -0.475791 -3.762071 2.906733 0.4 0.3 0.0
C -0.248331 -3.132578 -0.160695 0.0 -0.1 0.5
C 0.900848 -3.637819 -0.780423 -0.2 0.0 -0.2
C 0.785515 -4.635985 -1.743997 -0.2 0.0 0.0
C -0.479994 -5.115274 -2.101470 0.1 0.1 0.2
C -1.624872 -4.632422 -1.449857 0.3 -0.1 0.1
C -1.502032 -3.678193 -0.436907 0.2 -0.1 -0.3
H -2.318494 1.305542 0.972601 -0.2 -0.8 -0.1
H -2.327854 -1.192274 1.271780 -0.4 0.6 0.3
H -2.221323 3.411498 0.781451 0.1 0.3 0.1
H -2.089835 5.668502 1.825515 0.4 -0.1 0.1
H 0.149343 6.615379 2.433553 0.0 -0.2 -0.1
H 2.246878 5.316323 1.958786 -0.4 -0.1 0.1
H 2.051290 3.013904 1.034076 -0.1 0.1 0.0
H 0.243312 -0.445070 -2.137028 -0.6 0.2 -0.8
H 0.424023 -0.142925 -4.669955 0.0 0.2 0.3
H 0.295086 2.119686 -5.675270 0.0 -0.2 0.4
H -0.129378 4.120626 -4.240773 0.1 -0.3 0.0
H -0.358853 3.836225 -1.773954 0.0 0.0 -0.2
H 0.335390 -0.502653 3.492476 0.2 -0.2 0.0
H 0.497340 -1.371260 5.802879 -0.1 -0.1 0.0
H 0.079452 -3.788496 6.273058 0.0 0.1 -0.3
H -0.570148 -5.302456 4.402134 0.0 0.2 0.0
H -0.825634 -4.400459 2.097103 0.3 0.0 0.2
H 1.865245 -3.231692 -0.473186 -0.1 -0.3 -0.3
H 1.690152 -5.032568 -2.202466 -0.3 0.0 0.0
H -0.557987 -5.898792 -2.856325 -0.1 0.3 0.2
H -2.604297 -5.025145 -1.716562 0.2 0.0 0.1
H -2.362475 -3.353673 0.142977 0.2 -0.1 -0.2
O 6.001296 0.529911 -1.977777 -0.6 0.2 0.1
C 6.387140 1.072638 -0.808650 0.3 0.1 0.6
C 7.753189 1.410122 -0.663086 -0.3 -0.2 -0.1
C 8.255712 1.812403 0.567558 -0.4 -0.1 -0.5
C 7.378190 1.914421 1.647319 0.2 0.1 0.1
C 6.024201 1.668503 1.501177 -0.1 0.1 -0.4
C 5.486527 1.272379 0.277871 0.4 -0.2 -1.1
C 4.001126 1.050801 0.078633 -0.5 -0.2 1.0
O 3.218707 1.397235 0.999833 0.7 -0.2 -1.1
O 3.622295 0.456340 -1.003140 -0.6 0.2 0.3
H 5.013917 0.364649 -1.878670 0.4 0.1 0.0
H 8.394360 1.317544 -1.540763 -0.2 -0.1 0.3
H 9.321402 2.039238 0.653723 -0.4 0.0 0.1
H 7.756433 2.205247 2.608563 0.1 0.1 0.3
H 5.347110 1.787665 2.332653 -0.1 0.0 0.1
```
Positions in Å, forces in eV/Å.